# C2H14O4S

5 unconnected molecules or ions with the total composition C2H14O4S (ωB97M-V/def2-TZVPD, the OMol25 dataset).

## Properties
electronic energy: -783.7184 a.u.
Kohn-Sham gap: 9.8 eV
structure (SMILES): CCS.O.O.O.O
HOMO level: -9.3 eV
lowest unoccupied orbital energy: 0.46 eV
energy relative to the best compared isomer or geometry (same formula, charge and spin): 91.6 kJ/mol

Geometry (Å):
C: 1.839421 1.285025 0.368202
C: 0.764981 1.167908 1.475451
S: -0.753977 2.141015 1.120469
H: 1.373773 1.722917 -0.527022
H: 2.174657 0.295426 0.118254
H: 2.557043 2.085758 0.569467
H: 0.386073 0.159108 1.524149
H: 1.171128 1.578463 2.391747
H: -0.176014 3.352120 1.207828
O: 1.230791 -3.444188 2.135318
H: 0.901597 -3.504383 1.211690
H: 1.211158 -4.329475 2.474605
O: -0.818792 0.896124 -2.032477
H: -0.661745 1.459484 -2.796296
H: -1.050390 1.555474 -1.362462
O: -0.134246 -3.129765 -0.501941
H: -0.070445 -3.886619 -1.083184
H: 0.524047 -2.531395 -0.844483
O: -3.661924 1.235932 -2.103587
H: -3.795142 1.367441 -1.161848
H: -3.011995 0.523630 -2.183881

Atoms 1-2, force components in eV/Å:
C -1.52 1.26 -0.43
C 0.18 1.09 -1.01

Results of the Mulliken charge analysis, in e, for atoms 1 through 4: -0.820, -0.367, -0.296, 0.222

# C7H10O2S

C7H10O2S in the gas phase (ωB97M-V/def2-TZVPD, the OMol25 dataset).

## Properties
electronic energy: -821.3314 a.u.
Kohn-Sham gap: 9.6 eV
structure (SMILES): O[C@@H]1C[C@@H]2C[C@H]1[C@H]1S[C@@]21O
HOMO level: -8.9 eV
lowest unoccupied orbital energy: 0.70 eV
energy relative to the best compared isomer or geometry (same formula, charge and spin): 45.4 kJ/mol

Geometry (Å):
O: 0.324725 -2.111082 1.639099
C: 0.107314 -0.838698 1.138358
C: -1.266614 -0.496369 0.368625
C: -0.727779 0.056317 -1.026069
C: 0.504714 -0.805786 -1.236577
C: 1.253122 -0.478714 0.140312
C: 1.262309 0.986526 0.116517
S: 1.390669 1.996951 -1.456407
C: -0.087780 1.344202 -0.577478
O: -1.020545 2.336422 0.005770
H: -0.217039 -2.115034 2.422687
H: 0.061694 -0.140103 1.911961
H: -1.855375 0.173311 0.912345
H: -2.000079 -1.352227 0.339867
H: -1.473844 0.224168 -1.828814
H: 0.144429 -1.766259 -1.467221
H: 1.140343 -0.566336 -2.124461
H: 2.143797 -1.033549 0.334266
H: 1.536417 1.587798 1.033039
H: -1.220478 2.998460 -0.645819

Atoms 1-2, force components in eV/Å:
O -0.36 -0.58 -0.04
C -0.51 0.79 -2.03

Results of the Mulliken charge analysis, in e, for atoms 1 through 4: -0.534, -0.250, -1.081, 0.010

# C16H24ClN3O

C16H24ClN3O in the gas phase (ωB97M-V/def2-TZVPD, the OMol25 dataset).

## Properties
electronic energy: -1323.8233 a.u.
Kohn-Sham gap: 9.2 eV
structure (SMILES): C[C@@H]1CCC[C@@H](C)N1CCNC(=O)Nc1ccc(Cl)cc1
HOMO level: -8.5 eV
lowest unoccupied orbital energy: 0.67 eV
energy relative to the best compared isomer or geometry (same formula, charge and spin): 4.2 kJ/mol

Geometry (Å):
C: 2.245467 -0.376405 3.653929
C: 2.421094 -1.818070 3.168610
C: 3.812658 -2.294027 3.599505
C: 4.091665 -3.714807 3.135489
C: 3.916072 -3.761938 1.626206
C: 2.522695 -3.280552 1.209432
C: 1.437083 -4.303893 1.578559
N: 2.298380 -1.923593 1.712353
C: 1.068306 -1.327285 1.215815
C: 0.944563 -1.354991 -0.312524
N: -0.134141 -0.500488 -0.762230
C: -1.399270 -1.000254 -0.825250
O: -1.675897 -2.171169 -0.674260
N: -2.404342 -0.082735 -1.081630
C: -2.354647 1.245076 -1.489343
C: -1.318134 1.756136 -2.271664
C: -1.319770 3.083457 -2.657792
C: -2.362819 3.912344 -2.278596
Cl: -2.358904 5.573844 -2.758082
C: -3.418178 3.414091 -1.530104
C: -3.411313 2.089882 -1.141924
H: 2.839456 0.297924 3.042038
H: 2.591576 -0.301970 4.682274
H: 1.206041 -0.060249 3.633265
H: 1.659585 -2.440003 3.675678
H: 3.888982 -2.229786 4.686685
H: 4.554121 -1.621912 3.163290
H: 3.404085 -4.409790 3.620182
H: 5.107750 -4.007791 3.407565
H: 4.073244 -4.773273 1.247938
H: 4.658335 -3.106799 1.165982
H: 2.537253 -3.199751 0.117242
H: 1.324286 -4.400621 2.654617
H: 1.706954 -5.276234 1.174354
H: 0.477617 -4.017145 1.155567
H: 1.074064 -0.274782 1.509994
H: 0.166350 -1.793289 1.648778
H: 0.705193 -2.355796 -0.672632
H: 1.875964 -1.009165 -0.766550
H: -0.029780 0.487055 -0.584763
H: -3.326989 -0.468535 -0.933825
H: -0.526913 1.106750 -2.610896
H: -0.516274 3.470977 -3.264004
H: -4.236644 4.059452 -1.253240
H: -4.233678 1.698282 -0.561666

Atoms 1-2, force components in eV/Å:
C -0.16 -0.31 -0.07
C 0.31 0.25 0.22

Results of the Mulliken charge analysis, in e, for atoms 1 through 4: -1.845, 0.824, -1.073, -0.737

# C22H27AsFeN5Se

A molecular structure, C22H27AsFeN5Se (ωB97M-V/def2-TZVPD, the OMol25 dataset).

## Properties
spin multiplicity: 2
electronic energy: -7028.6730 a.u.
Kohn-Sham gap (alpha / beta): 8.6 / 6.4 eV
charge: +2
HOMO level (alpha / beta): -14.5 / -14.7 eV
lowest unoccupied orbital energy (alpha / beta): -5.89 / -8.25 eV
energy relative to the best compared isomer or geometry (same formula, charge and spin): 73.8 kJ/mol

Geometry (Å):
Fe: 0.215951 -0.113553 -0.223768
C: 0.650960 -1.246804 2.507324
N: -0.468861 -0.597693 1.791538
C: -0.971341 0.602951 2.489274
C: -0.711039 1.856271 1.712256
C: -1.088018 3.087007 2.218432
C: -0.835764 4.228169 1.479633
C: -0.196562 4.108346 0.254129
C: 0.150439 2.851273 -0.180408
N: -0.110514 1.732658 0.529080
C: -1.542245 -1.566137 1.517925
C: -0.982127 -2.631516 0.632009
C: -1.326792 -3.964665 0.737909
C: -0.726594 -4.883937 -0.108989
C: 0.215168 -4.439855 -1.023371
C: 0.492480 -3.088924 -1.082294
N: -0.101587 -2.189438 -0.277964
C: 1.965661 -1.008336 1.836195
C: 3.148193 -1.444352 2.412982
C: 4.343686 -1.193835 1.768671
C: 4.328152 -0.500317 0.562866
C: 3.115750 -0.110203 0.048691
N: 1.947111 -0.369378 0.669247
H: 0.484242 -2.323202 2.575223
H: 0.709496 -0.889073 3.535636
H: -0.491181 0.702294 3.463125
H: -2.040862 0.510428 2.687812
H: -1.578047 3.144999 3.182871
H: -1.128203 5.199838 1.855808
H: 0.012138 4.970215 -0.364019
H: 0.642866 2.714264 -1.133784
H: -2.339762 -1.040951 0.996652
H: -1.971133 -1.990181 2.430462
H: -2.057519 -4.278277 1.472718
H: -0.978530 -5.934532 -0.041318
H: 0.733557 -5.126423 -1.678772
H: 1.212349 -2.706185 -1.788979
H: 3.124599 -1.973224 3.358029
H: 5.278755 -1.525360 2.201187
H: 5.241249 -0.267250 0.033446
H: 3.056678 0.442286 -0.881757
Se: -3.343970 0.713101 -0.690463
C: -2.927246 2.317741 -1.460070
N: -2.615454 3.318783 -1.945239
C: -1.512539 0.880809 -4.194330
As: -1.005164 -0.171821 -2.668418
C: 0.832742 -0.680010 -3.177360
C: -2.012234 -1.790306 -2.993064
H: -1.352602 0.262406 -5.075821
H: -0.911630 1.784600 -4.253339
H: -2.561560 1.155423 -4.118861
H: 0.829802 -1.646658 -3.677872
H: 1.507605 -0.736850 -2.318614
H: 1.222785 0.076352 -3.856446
H: -1.615348 -2.300189 -3.870058
H: -3.046079 -1.507453 -3.181907
H: -1.980615 -2.457981 -2.136009

Atoms 1-2, force components in eV/Å:
Fe -1.37 -0.72 2.27
C 0.04 -0.10 0.09

Results of the Mulliken charge analysis, in e, for atoms 1 through 4: -0.603, -1.649, 0.828, -1.490

# C63H133N7O7

7 unconnected molecules or ions with the total composition C63H133N7O7 (ωB97M-V/def2-TZVPD, the OMol25 dataset).

## Properties
electronic energy: -3389.5772 a.u.
Kohn-Sham gap: 8.2 eV
structure (SMILES): CC1(C)CCCC(C)(C)N1O.CC1(C)CCCC(C)(C)N1O.CC1(C)CCCC(C)(C)N1O.CC1(C)CCCC(C)(C)N1O.CC1(C)CCCC(C)(C)N1O.CC1(C)CCCC(C)(C)N1O.CC1(C)CCCC(C)(C)N1O
HOMO level: -7.7 eV
lowest unoccupied orbital energy: 0.51 eV
energy relative to the best compared isomer or geometry (same formula, charge and spin): 898.0 kJ/mol

Geometry (Å):
C: -3.998050 11.336760 -24.343010
C: -3.161820 12.647850 -24.288420
C: -3.627210 13.453140 -23.014780
C: -1.599930 12.300820 -24.213410
C: -0.743090 13.387240 -24.788550
C: -1.182010 13.512840 -26.310150
C: -2.506300 14.208800 -26.287230
C: -2.537280 15.679300 -25.625040
C: -2.970050 14.239310 -27.848160
N: -3.435890 13.369000 -25.556480
O: -4.724980 13.738250 -25.651110
H: -3.786520 10.646280 -25.159460
H: -3.754670 10.760990 -23.450050
H: -5.085590 11.390900 -24.293670
H: -3.131890 14.393960 -22.774750
H: -4.685740 13.691290 -23.119190
H: -3.363620 12.737880 -22.235670
H: -1.413790 12.321900 -23.139630
H: -1.341880 11.283600 -24.507970
H: -0.834420 14.321720 -24.234920
H: 0.337620 13.246590 -24.808100
H: -1.419840 12.610350 -26.873230
H: -0.417250 14.111550 -26.804910
H: -1.727530 16.347870 -25.917310
H: -2.458920 15.702900 -24.538120
H: -3.407750 16.292530 -25.858150
H: -3.261510 13.222300 -28.110550
H: -2.217490 14.560550 -28.568270
H: -3.887420 14.820730 -27.940260
H: -5.093540 13.016330 -26.165490
C: -2.166120 26.967370 -30.919570
C: -2.319540 26.347320 -29.574370
C: -1.592650 24.951820 -29.676030
C: -1.656550 27.352010 -28.714360
C: -1.955610 27.117160 -27.255220
C: -3.487380 27.090950 -27.048020
C: -4.296460 25.945130 -27.870870
C: -3.850470 24.576150 -27.275330
C: -5.777760 26.276130 -27.781240
N: -3.814280 26.075360 -29.190420
O: -4.694360 25.680490 -30.305420
H: -2.734370 27.889430 -31.041960
H: -1.085320 26.960760 -31.060720
H: -2.577820 26.418770 -31.766700
H: -0.734560 24.957840 -30.348140
H: -1.232130 24.713310 -28.675420
H: -2.260960 24.097070 -29.780280
H: -0.591310 27.213060 -28.898900
H: -1.683610 28.401720 -29.006750
H: -1.375600 26.258390 -26.917290
H: -1.512290 27.872640 -26.606520
H: -4.041930 28.014070 -27.216560
H: -3.306720 26.907760 -25.988820
H: -4.418500 24.378280 -26.366320
H: -2.835660 24.619230 -26.879860
H: -4.043360 23.687870 -27.876880
H: -5.947400 26.931350 -28.635650
H: -5.960730 26.790130 -26.837620
H: -6.533980 25.511920 -27.960720
H: -5.279670 26.431970 -30.185930
C: 4.028660 15.560640 -33.656100
C: 4.511430 14.388050 -32.779820
C: 4.883400 13.290500 -33.812870
C: 5.824310 14.805880 -32.024030
C: 5.676990 15.466840 -30.622010
C: 4.691160 14.695080 -29.806750
C: 3.314480 14.360340 -30.555230
C: 2.637190 13.465080 -29.532400
C: 2.453480 15.701740 -30.718450
N: 3.567870 13.676960 -31.875010
O: 2.385920 13.263010 -32.495640
H: 4.577570 15.742250 -34.580110
H: 2.981160 15.403020 -33.913030
H: 3.902400 16.417060 -32.993740
H: 5.180550 12.414080 -33.236950
H: 4.118840 12.965180 -34.518360
H: 5.663450 13.647390 -34.485370
H: 6.430330 13.919050 -31.838660
H: 6.367300 15.508450 -32.656210
H: 6.665180 15.439580 -30.162850
H: 5.289190 16.479190 -30.735420
H: 4.430930 15.303830 -28.940840
H: 5.193930 13.763620 -29.546540
H: 3.318570 12.626460 -29.389100
H: 1.792770 12.873990 -29.886880
H: 2.455810 13.956280 -28.576400
H: 1.814320 15.823110 -29.843890
H: 1.854140 15.521720 -31.610920
H: 2.905460 16.667160 -30.945980
H: 2.451370 12.335330 -32.257470
C: -3.295140 20.610930 -26.288310
C: -1.787880 20.677980 -26.319560
C: -1.396330 22.118620 -26.709260
C: -1.221540 20.480980 -24.856460
C: 0.382770 20.330780 -24.727900
C: 0.758310 19.182980 -25.733830
C: 0.126020 19.205290 -27.208610
C: 1.045160 20.265000 -28.026060
C: 0.291970 17.790660 -27.887000
N: -1.278620 19.647170 -27.318940
O: -1.807640 19.706590 -28.611510
H: -3.772000 20.803660 -27.249330
H: -3.343060 19.579950 -25.937740
H: -3.670550 21.318180 -25.548750
H: -1.800450 22.283610 -27.708050
H: -1.794720 22.880140 -26.038830
H: -0.340050 22.387170 -26.693240
H: -1.649230 21.235830 -24.196620
H: -1.605530 19.493240 -24.601450
H: 0.868520 21.266490 -25.004650
H: 0.715970 20.041750 -23.731130
H: 0.613680 18.288840 -25.127460
H: 1.834340 19.227050 -25.902120
H: 0.451210 20.753750 -28.798360
H: 1.942800 19.827020 -28.462550
H: 1.419870 21.148410 -27.509070
H: 0.457660 17.925250 -28.955890
H: -0.607480 17.174990 -27.893740
H: 1.185770 17.321400 -27.475900
H: -2.503280 19.048070 -28.674970
C: -0.198600 17.649880 -19.015190
C: -1.681040 17.381870 -18.582170
C: -1.815010 16.337520 -17.490250
C: -2.306520 18.797760 -18.096270
C: -2.413040 19.830710 -19.187860
C: -3.304410 19.353100 -20.256270
C: -2.834220 17.921160 -20.821030
C: -4.035240 17.315000 -21.619350
C: -1.703150 18.244460 -21.869720
N: -2.556890 16.910300 -19.792280
O: -2.134470 15.706340 -20.255860
H: 0.183680 16.667360 -19.291980
H: -0.035940 18.309150 -19.867830
H: 0.383240 18.032960 -18.176850
H: -1.465430 16.677630 -16.515460
H: -2.879400 16.134710 -17.371750
H: -1.379030 15.396780 -17.826450
H: -3.286800 18.585560 -17.669520
H: -1.670910 19.156340 -17.286630
H: -2.821050 20.687080 -18.650970
H: -1.457340 20.247940 -19.505110
H: -3.345630 20.175750 -20.970170
H: -4.367490 19.425120 -20.026540
H: -4.892880 17.024730 -21.012470
H: -3.673550 16.428490 -22.140300
H: -4.360890 18.114160 -22.285230
H: -1.099100 17.355820 -22.052900
H: -0.997710 19.017140 -21.564060
H: -2.149150 18.369510 -22.856400
H: -2.755780 15.150580 -19.779730
C: -1.671840 27.054410 -22.111790
C: -1.026340 25.655870 -22.582810
C: -2.115380 24.737790 -23.153250
C: -0.056180 26.024460 -23.757510
C: 0.711100 24.827400 -24.314300
C: 1.544500 24.183800 -23.151500
C: 0.801580 23.942060 -21.782210
C: -0.099690 22.619820 -21.778940
C: 1.809170 23.770440 -20.652700
N: -0.129690 25.088680 -21.529440
O: -0.764380 25.002830 -20.222790
H: -2.275680 27.452490 -22.927270
H: -2.125570 27.026750 -21.121110
H: -0.926310 27.840800 -21.993920
H: -2.473080 25.204920 -24.070820
H: -1.765960 23.776210 -23.529230
H: -2.905260 24.677420 -22.404550
H: -0.593190 26.259710 -24.676410
H: 0.563470 26.913810 -23.642710
H: 0.121930 24.074910 -24.838450
H: 1.316780 25.009580 -25.202020
H: 2.505780 24.681860 -23.025040
H: 1.833060 23.161500 -23.395910
H: -0.674570 22.548370 -20.855620
H: 0.472000 21.710920 -21.591430
H: -0.658610 22.313010 -22.663010
H: 1.349690 23.389090 -19.740800
H: 2.068100 24.785700 -20.352160
H: 2.643850 23.169730 -21.014030
H: -0.234970 25.595270 -19.683970
C: -9.170400 18.759190 -22.288570
C: -8.033450 19.821360 -22.189130
C: -7.224820 19.573220 -20.874380
C: -7.088650 19.573420 -23.446680
C: -6.106530 20.620460 -23.634510
C: -6.792900 21.904120 -23.871920
C: -7.832000 22.288540 -22.740640
C: -7.181830 22.954650 -21.508580
C: -8.780130 23.368320 -23.456110
N: -8.607460 21.148240 -22.263610
O: -9.581350 21.430010 -21.276510
H: -8.878250 17.727900 -22.090560
H: -9.989750 19.033560 -21.624120
H: -9.611600 18.621670 -23.275750
H: -6.262930 20.085920 -20.875530
H: -7.649040 19.909390 -19.928260
H: -6.969990 18.519500 -20.761080
H: -6.555780 18.632370 -23.310350
H: -7.677020 19.571390 -24.364240
H: -5.435020 20.821540 -22.799800
H: -5.472710 20.312350 -24.466040
H: -7.157150 21.904090 -24.899260
H: -6.045020 22.692990 -23.791470
H: -7.918980 23.616700 -21.054280
H: -6.353080 23.623570 -21.740570
H: -6.848040 22.174350 -20.824610
H: -8.150570 24.201380 -23.768770
H: -9.547560 23.702980 -22.758150
H: -9.229300 23.092870 -24.410300
H: -10.365040 20.970050 -21.586140

Atoms 1-2, force components in eV/Å:
C 0.42 -0.56 0.91
C 0.27 0.60 -1.09

Results of the Mulliken charge analysis, in e, for atoms 1 through 4: -2.088, 1.502, -1.651, -1.190